1.
The following is a DFT calculation (ωB97M-V with the def2-TZVPD basis set) of a structure of composition C33H40CrN2O6PSi at a distorted geometry.

Last column: Mulliken spin population.
Cartesian coordinates (Å):
Cr1 -0.8406 -0.1798 0.0025  3.852
C1 0.1713 -1.0545 4.0416  0.001
O1 1.4237 -0.3815 4.1107  -0.009
C2 1.8226 -0.2799 5.5116  -0.001
C3 3.2440 0.3179 5.6287  0.000
O2 3.1074 1.7406 5.2701  0.000
C4 4.1751 2.5430 5.7322  0.000
H1 -0.2471 -1.2040 5.0427  0.000
H2 0.3101 -2.0718 3.5818  0.000
H3 -0.4857 -0.5143 3.3841  0.015
H4 1.8307 -1.3122 5.9283  0.000
H5 1.1728 0.3960 6.0928  0.000
H6 3.9206 -0.1362 4.8707  0.000
H7 3.6080 0.0887 6.6165  0.000
H8 4.0840 2.7121 6.8145  0.000
H9 4.0727 3.5095 5.2019  0.000
H10 5.1479 2.1581 5.4563  0.000
C5 -4.1930 -0.4784 1.4957  -0.008
C6 -3.4198 0.8027 1.5334  0.098
C7 -3.8621 1.9654 2.2349  -0.003
C8 -3.1821 3.1775 2.1688  0.025
C9 -2.1278 3.2943 1.2670  -0.035
C10 -1.5933 2.0800 0.7365  0.051
N1 -2.3469 0.9434 0.8549  -0.055
N2 -0.4520 1.8230 0.1338  -0.087
Si1 1.1251 2.7191 0.3751  0.029
C11 2.2988 1.9371 -0.8972  0.032
C12 0.9156 4.5282 -0.0372  -0.001
C13 1.7253 2.5110 2.0782  -0.002
H11 -3.4956 -1.2897 1.6937  0.011
H12 -4.6132 -0.5946 0.4840  -0.001
H13 -4.9857 -0.3303 2.1916  -0.001
H14 -4.8142 1.7815 2.7248  0.000
H15 -3.5048 4.0613 2.7082  0.002
H16 -1.6897 4.3022 1.1144  0.001
H17 2.0946 2.1989 -1.9418  0.003
H18 2.2440 0.8199 -0.8406  -0.003
H19 3.3555 2.2309 -0.7136  0.000
H20 0.6978 4.5970 -1.1273  0.000
H21 1.8464 5.0032 0.1480  0.000
H22 0.0795 4.9704 0.5157  0.000
H23 1.6261 1.4929 2.5146  0.001
H24 1.0759 3.2290 2.6416  0.000
H25 2.7431 2.8908 2.2682  0.000
O3 -1.7813 -3.7476 1.2711  0.001
C14 -1.4083 -3.1283 0.2728  0.030
O4 -1.7451 -1.8983 0.0450  -0.048
C15 -0.9311 -3.8036 -0.9848  -0.031
C16 -0.8436 -5.1889 -1.1212  -0.002
C17 -0.5010 -5.7495 -2.3427  0.001
C18 -0.3440 -4.9473 -3.4603  0.001
C19 -0.3031 -3.5345 -3.2918  0.006
C20 -0.5888 -2.9234 -2.0494  -0.025
P1 -0.4638 -1.1343 -2.2004  0.126
C21 0.9695 -0.6631 -3.2476  -0.015
C22 0.8210 -0.0550 -4.5328  -0.001
C23 1.9359 0.2206 -5.3441  -0.003
C24 3.2111 -0.1588 -4.9008  0.005
C25 3.4322 -0.7851 -3.6885  0.000
C26 2.2812 -1.0773 -2.8718  0.022
C27 -1.8927 -0.5116 -3.0434  -0.163
C28 -2.1191 0.8643 -3.1086  0.061
C29 -3.2011 1.4433 -3.8285  0.003
C30 -4.1102 0.5525 -4.4077  0.013
C31 -3.9154 -0.8530 -4.2631  -0.005
C32 -2.8227 -1.3834 -3.6037  0.018
H26 -0.9506 -5.7638 -0.2019  0.000
H27 -0.4447 -6.8726 -2.4226  0.000
H28 -0.1202 -5.4019 -4.4409  0.000
H29 0.0568 -2.9679 -4.1073  0.000
H30 -0.1281 0.3671 -4.8770  0.001
H31 1.8749 0.6997 -6.3485  0.000
H32 4.1064 0.0131 -5.4918  0.001
H33 4.4279 -1.0757 -3.4066  0.000
H34 2.4082 -1.6322 -1.9558  0.001
H35 -1.4355 1.6038 -2.6873  0.020
H36 -3.2294 2.5591 -3.7584  0.000
H37 -5.0736 0.8688 -4.8349  0.001
H38 -4.6877 -1.5029 -4.7010  0.000
H39 -2.7112 -2.4226 -3.3420  0.004
O5 1.7195 -2.3975 -0.1528  0.000
C33 1.5196 -1.7779 0.8784  0.038
O6 0.7147 -0.7966 1.1829  0.017
H40 2.2086 -2.0361 1.7576  0.006

Properties
Maximum force = 3.35 eV/A
2S+1 = 5
ΔE to the lowest compared entry with this formula, charge and spin = 20.1 kcal/mol
Frontier orbital gap (spin up / spin down) = 0.221 / 0.261 Ha
Molecular weight = 671.747 g/mol
HOMO level (spin up / spin down) = -3.3531 / -4.4614 eV
Charge = -1
Energy = -95726.5090 eV


2.
The following is a DFT calculation (ωB97M-V with the def2-TZVPD basis set) of a structure of composition C33H40CrN2O7S3 at a distorted geometry.

Last column: Mulliken spin population.
Cartesian coordinates (Å):
Cr1 0.3599 -1.1092 -0.8356  3.189
C1 -2.7624 1.2497 -0.3082  -0.045
C2 -1.9566 0.1543 0.3017  0.221
N1 -1.5967 -0.9030 -0.5429  -0.047
N2 -2.2769 -2.0658 -0.1840  0.043
C3 -1.7564 -3.1889 -0.5086  0.068
S1 -0.1900 -3.4088 -1.2854  -0.051
S2 -2.6979 -4.6480 -0.0196  0.003
C4 -2.5731 -4.5294 1.7959  0.002
C5 -1.3459 -5.2056 2.3471  -0.009
C6 -1.4126 -6.5003 2.8587  0.001
C7 -0.2770 -7.1405 3.3455  0.000
C8 0.9490 -6.4856 3.3170  0.000
C9 1.0232 -5.1982 2.7936  -0.004
C10 -0.1127 -4.5579 2.3123  -0.005
C11 -1.6138 0.0906 1.6829  0.047
C12 -2.3014 0.8328 2.6672  0.276
C13 -1.9966 0.7554 4.0215  -0.097
C14 -0.9549 -0.0808 4.4285  0.153
C15 -0.2198 -0.7962 3.4884  -0.082
C16 -0.4844 -0.7368 2.0998  0.178
O1 0.2950 -1.3640 1.2764  0.032
H1 -3.7757 0.8932 -0.5532  0.026
H2 -2.8512 2.1281 0.3374  0.008
H3 -2.2981 1.5482 -1.2545  0.010
H4 -2.5864 -3.4592 2.0061  -0.002
H5 -3.4790 -4.9886 2.1955  0.000
H6 -2.3701 -7.0146 2.8709  0.000
H7 -0.3487 -8.1488 3.7391  0.000
H8 1.8380 -6.9750 3.6990  0.000
H9 1.9766 -4.6824 2.7467  0.000
H10 -0.0367 -3.5580 1.8880  0.016
H11 -3.1364 1.4514 2.3511  0.017
H12 -2.5699 1.3220 4.7471  -0.003
H13 -0.7114 -0.1713 5.4820  0.020
H14 0.6158 -1.4161 3.7969  -0.002
C17 2.2629 3.8305 3.3542  -0.003
O2 3.4700 3.4950 2.6814  0.000
C18 3.3719 2.5396 1.7196  0.005
C19 4.6000 2.0350 1.2301  0.003
C20 4.5524 1.0121 0.3214  0.000
C21 3.3452 0.4632 -0.1488  0.019
C22 3.3281 -0.7726 -0.9009  0.018
C23 4.5188 -1.2779 -1.6580  0.004
O3 2.3219 -1.4693 -0.9607  -0.029
C24 2.1042 1.0624 0.2504  0.022
O4 0.9702 0.7818 -0.2450  0.017
C25 2.1730 2.0874 1.2458  0.002
H15 2.5397 4.4690 4.1887  0.000
H16 1.7559 2.9392 3.7256  0.003
H17 1.5773 4.3737 2.6999  0.000
H18 5.5337 2.4254 1.6132  0.001
H19 5.4904 0.5853 -0.0121  0.000
H20 5.4801 -0.9581 -1.2598  0.000
H21 4.4062 -0.8973 -2.6778  0.001
H22 4.4647 -2.3637 -1.6966  0.000
H23 1.2301 2.4563 1.6174  -0.001
C26 -0.5692 3.8457 0.4563  0.002
C27 -0.8470 4.4356 -0.9260  -0.003
C28 0.2228 4.0493 -1.9524  0.002
S3 0.1935 2.3665 -2.6324  0.012
O5 1.5912 2.2198 -3.1755  0.001
C29 -0.7811 2.6785 -4.1136  0.002
C30 -2.3019 2.7901 -3.9367  0.001
C31 -3.0148 1.4353 -3.9789  0.005
H24 -1.3898 4.0420 1.1492  -0.003
H25 0.3404 4.2908 0.8722  0.001
H26 -0.4180 2.7638 0.4070  0.017
H27 -0.8715 5.5271 -0.8597  0.000
H28 -1.8371 4.1272 -1.2620  0.000
H29 1.2107 4.0586 -1.4812  0.000
H30 0.2492 4.7152 -2.8187  0.000
H31 -0.5249 1.8096 -4.7282  -0.002
H32 -0.3315 3.5648 -4.5683  0.001
H33 -2.6926 3.4413 -4.7237  0.000
H34 -2.5391 3.2833 -2.9928  -0.004
H35 -2.9856 1.0219 -4.9932  0.000
H36 -4.0632 1.5328 -3.6817  0.000
H37 -2.5375 0.7087 -3.3150  0.000
C32 -0.7590 -1.1372 -4.9433  -0.007
O6 -0.7799 -0.8185 -3.5640  -0.006
C33 0.4485 -0.9309 -2.9069  -0.052
O7 1.4297 -1.0668 -3.6161  0.012
H38 -1.8015 -1.2584 -5.2397  0.000
H39 -0.2078 -2.0586 -5.1246  0.002
H40 -0.2943 -0.3473 -5.5420  0.000

Properties
Maximum force = 1.28 eV/A
2S+1 = 5
ΔE to the lowest compared entry with this formula, charge and spin = 27.3 kcal/mol
Frontier orbital gap (spin up / spin down) = 0.156 / 0.189 Ha
Molecular weight = 724.887 g/mol
HOMO level (spin up / spin down) = -0.0900 / -1.0015 eV
Charge = -2
Energy = -113110.7616 eV